# C34H36F19IO16

A cluster of 7 separate species, C34H36F19IO16 in total (ωB97M-V with the def2-TZVPD basis set, OMol25).

Properties
DFT total energy: -128336.2180 eV
LUMO: -2.0461 eV

```
! RIJCOSX wB97M-V def2-TZVPD def2/J DEFGRID3
* xyz 0 1
O -0.755 -5.885 1.728
C -0.739 -5.626 0.544
F -0.091 -6.429 -0.292
C -1.452 -4.412 -0.016
C -0.489 -3.368 -0.502
C -0.473 -2.128 -0.010
C -1.411 -1.610 1.033
C -2.885 -1.657 0.649
O -3.768 -1.765 1.450
I -3.383 -1.522 -1.453
C 0.539 -1.159 -0.508
O 0.471 0.025 -0.247
C 1.647 -1.652 -1.346
C 1.635 -2.875 -1.857
C 0.467 -3.750 -1.576
O 0.303 -4.752 -2.250
H -2.162 -4.689 -0.790
H -2.042 -4.059 0.815
H -1.253 -2.060 2.006
H -1.202 -0.545 1.131
H 2.469 -0.996 -1.573
H 2.388 -3.272 -2.497
C -6.587 1.745 -7.232
C -5.781 0.564 -7.726
O -4.900 0.070 -6.697
C -5.443 -0.752 -5.815
O -6.576 -1.122 -5.787
C -4.369 -1.217 -4.821
F -3.604 -0.201 -4.418
F -3.567 -2.129 -5.375
F -4.935 -1.778 -3.738
H -5.927 2.524 -6.850
H -7.188 2.158 -8.041
H -7.253 1.454 -6.420
H -5.135 0.863 -8.548
H -6.423 -0.238 -8.088
C 1.739 -8.019 2.654
C 0.947 -7.496 3.831
O 0.633 -8.561 4.754
C 1.582 -8.881 5.617
O 2.662 -8.380 5.706
C 1.077 -9.991 6.551
F 0.432 -10.946 5.875
F 0.229 -9.486 7.455
F 2.083 -10.560 7.204
H 1.206 -8.838 2.170
H 1.903 -7.227 1.925
H 2.708 -8.404 2.972
H -0.003 -7.100 3.494
H 1.474 -6.693 4.345
C -0.775 2.431 -1.804
C -0.466 3.111 -0.490
O -0.118 4.498 -0.692
C -1.127 5.338 -0.817
O -2.290 5.061 -0.783
C -0.590 6.768 -0.976
F 0.434 6.816 -1.829
F -0.166 7.237 0.203
F -1.536 7.587 -1.427
H 0.058 2.546 -2.499
H -0.958 1.372 -1.646
H -1.654 2.869 -2.277
H 0.400 2.650 -0.023
H -1.298 3.029 0.208
C -5.064 7.657 -1.020
C -5.647 6.459 -0.305
O -7.061 6.632 -0.077
C -7.854 6.330 -1.091
O -7.516 5.933 -2.165
C -9.320 6.523 -0.675
F -9.493 7.664 -0.002
F -9.714 5.517 0.115
F -10.117 6.549 -1.736
H -5.282 8.573 -0.469
H -3.986 7.549 -1.117
H -5.493 7.765 -2.016
H -5.194 6.351 0.678
H -5.461 5.536 -0.852
C 7.438 0.447 0.626
C 8.089 -0.565 -0.292
O 7.199 -1.669 -0.557
C 6.305 -1.473 -1.510
O 6.164 -0.486 -2.166
C 5.464 -2.744 -1.697
F 5.087 -3.268 -0.528
F 6.152 -3.679 -2.354
F 4.358 -2.481 -2.397
H 7.095 -0.035 1.542
H 8.142 1.236 0.886
H 6.568 0.903 0.152
H 8.966 -0.998 0.184
H 8.415 -0.109 -1.225
C 6.541 2.882 6.672
C 5.843 1.972 5.686
O 5.255 2.727 4.609
C 6.070 3.062 3.622
O 7.232 2.798 3.540
C 5.288 3.817 2.538
F 4.469 4.727 3.068
F 4.545 2.960 1.824
F 6.112 4.440 1.705
H 5.856 3.648 7.036
H 6.911 2.308 7.521
H 7.384 3.392 6.206
H 5.017 1.454 6.169
H 6.518 1.214 5.290
*
```

***

# C34H36F2MnN12P2Se2

A structure of composition C34H36F2MnN12P2Se2 (ωB97M-V with the def2-TZVPD basis set, OMol25).

Properties
DFT total energy: -239742.0482 eV
LUMO (alpha / beta): -3.7742 / -3.1259 eV
expectation value of S²: 6.1614
energy relative to the best compared isomer or geometry (same formula, charge and spin): 88.98 kJ/mol

```
! RIJCOSX wB97M-V def2-TZVPD def2/J DEFGRID3
* xyz 1 5
Mn -0.010 0.490 0.002
Se 1.519 -2.191 5.874
P -0.449 -1.487 5.544
C -0.988 -0.146 6.635
C -0.376 -0.016 7.874
C -0.823 0.953 8.761
C -1.875 1.785 8.409
C -2.472 1.666 7.162
C -2.030 0.704 6.270
C -1.720 -2.781 5.699
C -1.339 -4.052 6.109
C -2.308 -5.017 6.345
C -3.649 -4.716 6.158
C -4.030 -3.447 5.742
C -3.068 -2.473 5.525
C -0.500 -0.767 3.888
C -0.818 -1.148 2.587
N -0.245 -0.208 1.804
N 0.350 0.699 2.562
N 0.214 0.387 3.811
P -1.726 -2.444 1.747
Se -1.261 -2.249 -0.348
C -3.485 -2.183 2.077
C -4.420 -3.122 1.647
C -5.769 -2.898 1.867
C -6.190 -1.728 2.485
C -5.262 -0.768 2.861
C -3.909 -0.992 2.659
C -1.128 -4.010 2.422
C 0.256 -4.169 2.475
C 0.792 -5.356 2.939
C -0.049 -6.391 3.325
C -1.425 -6.235 3.258
C -1.972 -5.039 2.819
H 0.454 -0.661 8.134
H -0.344 1.061 9.725
H -2.226 2.536 9.104
H -3.281 2.328 6.880
H -2.477 0.632 5.285
H -0.289 -4.272 6.254
H -2.014 -6.003 6.681
H -4.404 -5.469 6.348
H -5.078 -3.210 5.608
H -3.369 -1.475 5.240
H -4.095 -4.011 1.121
H -6.497 -3.630 1.543
H -7.245 -1.554 2.653
H -5.593 0.162 3.307
H -3.190 -0.235 2.942
H 0.909 -3.365 2.156
H 1.866 -5.479 2.996
H 0.370 -7.322 3.684
H -2.077 -7.045 3.555
H -3.045 -4.912 2.803
N 0.298 -1.316 -4.814
N -0.037 -0.370 -3.904
N -0.526 0.799 -4.246
C -0.616 1.405 -3.077
N -0.192 0.609 -2.087
N 0.184 -0.534 -2.640
H -0.188 -1.183 -5.688
H 0.244 -2.246 -4.424
H -0.997 2.404 -2.951
F -0.800 2.591 -0.020
C -1.702 1.503 0.135
F -2.239 1.626 1.356
H -2.506 1.640 -0.588
C 2.600 -1.010 0.747
N 4.037 -1.113 0.854
C 4.547 0.063 1.570
N 4.212 1.298 0.856
C 2.776 1.407 0.745
N 2.179 0.231 0.008
C 2.855 0.186 -1.332
N 4.291 0.086 -1.226
C 4.626 -1.134 -0.485
C 4.801 1.240 -0.479
H 2.180 -0.977 1.752
H 2.201 -1.875 0.211
H 5.631 -0.014 1.651
H 4.118 0.091 2.573
H 2.525 2.322 0.200
H 2.338 1.454 1.738
H 2.602 1.098 -1.881
H 2.483 -0.681 -1.874
H 5.709 -1.210 -0.399
H 4.251 -2.002 -1.032
H 4.562 2.156 -1.024
H 5.884 1.154 -0.390
*
```

***

# C34H36F5N2OP2Sn

A structure of composition C34H36F5N2OP2Sn (ωB97M-V with the def2-TZVPD basis set, OMol25).

Properties
DFT total energy: -78839.9395 eV
LUMO (alpha / beta): -11.4678 / -10.6040 eV

```
! RIJCOSX wB97M-V def2-TZVPD def2/J DEFGRID3
* xyz 3 1
Sn -0.548 3.009 0.301
C 1.170 -0.958 -2.310
C 1.879 -1.630 -1.127
P 0.928 -1.697 0.419
C -0.457 -2.771 0.248
C -1.383 -2.799 1.307
C -2.388 -3.745 1.312
C -2.483 -4.661 0.267
C -1.589 -4.622 -0.798
C -0.587 -3.668 -0.824
C 1.985 -2.153 1.773
C 2.115 -1.367 2.916
C 2.971 -1.782 3.925
C 3.692 -2.959 3.786
C 3.551 -3.748 2.648
C 2.691 -3.356 1.638
P 0.923 0.858 -2.221
C 2.479 1.708 -2.188
C 3.691 1.064 -2.454
C 4.857 1.809 -2.517
C 4.825 3.184 -2.312
C 3.624 3.830 -2.043
C 2.458 3.092 -1.961
C 0.033 1.284 -3.679
C -1.087 0.490 -4.041
C -1.749 0.727 -5.221
C -1.355 1.795 -6.032
C -0.284 2.613 -5.667
C 0.397 2.381 -4.493
H 0.191 -1.416 -2.455
H 1.736 -1.107 -3.233
H 2.099 -2.667 -1.401
H 2.830 -1.158 -0.872
H -1.293 -2.095 2.127
H -3.090 -3.790 2.134
H -3.259 -5.415 0.284
H -1.668 -5.343 -1.600
H 0.104 -3.656 -1.657
H 1.563 -0.443 3.019
H 3.077 -1.182 4.818
H 4.369 -3.270 4.571
H 4.109 -4.668 2.550
H 2.564 -3.995 0.772
H 3.739 0.001 -2.649
H 5.794 1.316 -2.733
H 5.743 3.754 -2.358
H 3.601 4.901 -1.896
H 1.524 3.603 -1.740
H -1.420 -0.316 -3.400
H -2.576 0.099 -5.521
H -1.893 1.998 -6.948
H 0.020 3.424 -6.315
H 1.239 3.005 -4.230
C -2.273 2.370 3.813
N -2.978 1.328 3.069
C -4.145 0.742 3.756
C -5.217 0.377 2.756
C -4.613 -0.513 1.698
N -3.409 0.118 1.137
C -3.071 -0.292 -0.220
C -2.702 1.036 1.806
O -1.728 1.620 1.164
H -2.820 3.313 3.770
H -1.273 2.502 3.432
H -2.207 2.057 4.853
H -4.507 1.486 4.463
H -3.820 -0.130 4.328
H -5.622 1.282 2.299
H -6.035 -0.139 3.256
H -5.309 -0.674 0.874
H -4.349 -1.493 2.104
H -3.794 0.107 -0.933
H -3.095 -1.381 -0.270
H -2.076 0.053 -0.485
F 1.537 1.060 1.053
C 1.309 2.386 1.418
F 0.787 2.321 2.697
C 2.689 3.078 1.543
F 2.537 4.376 1.255
F 3.174 2.955 2.767
F 3.552 2.544 0.681
*
```

***

Please write out number 2 again, unchanged.
# C34H36F2MnN12P2Se2

A structure of composition C34H36F2MnN12P2Se2 (ωB97M-V with the def2-TZVPD basis set, OMol25).

Properties
DFT total energy: -239742.0482 eV
LUMO (alpha / beta): -3.7742 / -3.1259 eV
expectation value of S²: 6.1614
energy relative to the best compared isomer or geometry (same formula, charge and spin): 88.98 kJ/mol

```
! RIJCOSX wB97M-V def2-TZVPD def2/J DEFGRID3
* xyz 1 5
Mn -0.010 0.490 0.002
Se 1.519 -2.191 5.874
P -0.449 -1.487 5.544
C -0.988 -0.146 6.635
C -0.376 -0.016 7.874
C -0.823 0.953 8.761
C -1.875 1.785 8.409
C -2.472 1.666 7.162
C -2.030 0.704 6.270
C -1.720 -2.781 5.699
C -1.339 -4.052 6.109
C -2.308 -5.017 6.345
C -3.649 -4.716 6.158
C -4.030 -3.447 5.742
C -3.068 -2.473 5.525
C -0.500 -0.767 3.888
C -0.818 -1.148 2.587
N -0.245 -0.208 1.804
N 0.350 0.699 2.562
N 0.214 0.387 3.811
P -1.726 -2.444 1.747
Se -1.261 -2.249 -0.348
C -3.485 -2.183 2.077
C -4.420 -3.122 1.647
C -5.769 -2.898 1.867
C -6.190 -1.728 2.485
C -5.262 -0.768 2.861
C -3.909 -0.992 2.659
C -1.128 -4.010 2.422
C 0.256 -4.169 2.475
C 0.792 -5.356 2.939
C -0.049 -6.391 3.325
C -1.425 -6.235 3.258
C -1.972 -5.039 2.819
H 0.454 -0.661 8.134
H -0.344 1.061 9.725
H -2.226 2.536 9.104
H -3.281 2.328 6.880
H -2.477 0.632 5.285
H -0.289 -4.272 6.254
H -2.014 -6.003 6.681
H -4.404 -5.469 6.348
H -5.078 -3.210 5.608
H -3.369 -1.475 5.240
H -4.095 -4.011 1.121
H -6.497 -3.630 1.543
H -7.245 -1.554 2.653
H -5.593 0.162 3.307
H -3.190 -0.235 2.942
H 0.909 -3.365 2.156
H 1.866 -5.479 2.996
H 0.370 -7.322 3.684
H -2.077 -7.045 3.555
H -3.045 -4.912 2.803
N 0.298 -1.316 -4.814
N -0.037 -0.370 -3.904
N -0.526 0.799 -4.246
C -0.616 1.405 -3.077
N -0.192 0.609 -2.087
N 0.184 -0.534 -2.640
H -0.188 -1.183 -5.688
H 0.244 -2.246 -4.424
H -0.997 2.404 -2.951
F -0.800 2.591 -0.020
C -1.702 1.503 0.135
F -2.239 1.626 1.356
H -2.506 1.640 -0.588
C 2.600 -1.010 0.747
N 4.037 -1.113 0.854
C 4.547 0.063 1.570
N 4.212 1.298 0.856
C 2.776 1.407 0.745
N 2.179 0.231 0.008
C 2.855 0.186 -1.332
N 4.291 0.086 -1.226
C 4.626 -1.134 -0.485
C 4.801 1.240 -0.479
H 2.180 -0.977 1.752
H 2.201 -1.875 0.211
H 5.631 -0.014 1.651
H 4.118 0.091 2.573
H 2.525 2.322 0.200
H 2.338 1.454 1.738
H 2.602 1.098 -1.881
H 2.483 -0.681 -1.874
H 5.709 -1.210 -0.399
H 4.251 -2.002 -1.032
H 4.562 2.156 -1.024
H 5.884 1.154 -0.390
*
```

***

> Which value of DFT total energy does entry 1 give?

-128336.2180 eV

***

> What is the DFT total energy in the third record?

-78839.9395 eV